Entry one
Here is an isolated molecule of C4H8N4 from the OMol25 dataset. Energies are from ωB97M-V with the def2-TZVPD basis set.

Summary:
LUMO level   0.74 eV
HOMO energy   -0.314 Ha
Gap between HOMO and LUMO   0.3413 Ha
SMILES   NNC1=N[C@H]2C[C@H]2N1

CARTESIAN COORDINATES (ANGSTROEM)
N1 1.16 -2.26 0.16
N2 -0.24 -1.94 0.34
C1 -0.36 -0.61 -0.07
N3 -1.43 0.07 0.07
C2 -1.06 1.43 -0.18
C3 0.02 2.10 0.68
C4 0.42 1.45 -0.61
N4 0.89 0.06 -0.37
H1 1.98 -1.43 0.17
H2 1.18 -2.66 -0.84
H3 -0.85 -2.11 1.17
H4 -1.77 1.98 -0.86
H5 0.10 3.18 0.73
H6 0.18 1.62 1.73
H7 0.83 2.08 -1.44
H8 1.56 -0.38 -1.01

***

Entry two
Here is an isolated molecule of C4H8N4 from the OMol25 dataset. Energies are from ωB97M-V with the def2-TZVPD basis set.

Summary:
LUMO level   0.69 eV
HOMO energy   -0.324 Ha
Gap between HOMO and LUMO   0.3489 Ha
SMILES   [H]/N=C/N(C)/C=N\N=C

CARTESIAN COORDINATES (ANGSTROEM)
H1 -3.89 -1.29 -0.08
N1 -2.92 -1.28 -0.11
C1 -2.37 -0.14 -0.17
N2 -0.95 0.17 0.00
C2 -0.40 1.50 0.05
C3 0.00 -0.84 0.06
N3 1.27 -1.05 0.12
N4 2.16 -0.02 -0.14
C4 3.33 -0.52 -0.18
H2 -2.80 0.92 0.00
H3 0.65 1.63 -0.53
H4 -0.24 1.77 1.16
H5 -1.21 2.22 -0.47
H6 -0.51 -1.77 0.27
H7 3.68 -1.49 0.19
H8 4.22 0.18 -0.17

***

Entry three
Here is an isolated molecule of C4H8N4 from the OMol25 dataset. Energies are from ωB97M-V with the def2-TZVPD basis set.

Summary:
LUMO level   0.95 eV
HOMO energy   -0.326 Ha
Gap between HOMO and LUMO   0.3604 Ha
SMILES   [H]/N=C(\N)[C@]1(N)N=C1C

CARTESIAN COORDINATES (ANGSTROEM)
H1 -1.39 1.96 -1.68
N1 -1.22 1.13 -1.11
C1 0.01 0.82 -1.01
N2 1.06 1.48 -1.56
C2 0.36 -0.40 -0.23
N3 1.75 -0.57 0.06
N4 -0.50 -1.63 -0.46
C3 -0.68 -0.99 0.61
C4 -1.45 -0.85 1.84
H2 0.92 2.41 -1.92
H3 1.99 1.24 -1.22
H4 1.90 -1.08 0.93
H5 2.19 -1.11 -0.69
H6 -0.78 -0.68 2.69
H7 -2.06 -1.74 2.01
H8 -2.09 0.02 1.74

***

It is entry three that is most stable; the runner-up trails by 0.0847 hartree.

***

Entry one
Here is a structure of composition C4H8N4 from the OMol25 dataset. Energies are from ωB97M-V with the def2-TZVPD basis set.

Summary:
LUMO level   0.71 eV
HOMO energy   -0.293 Ha
Gap between HOMO and LUMO   0.3192 Ha

CARTESIAN COORDINATES (ANGSTROEM)
C1 -0.43 1.08 -0.74
C2 1.39 -0.40 -0.18
C3 2.23 -1.50 0.18
C4 -0.73 -1.62 1.65
H1 -2.07 2.58 -0.69
H2 -2.38 0.74 0.02
H3 -0.21 2.23 -2.24
H4 1.89 0.52 -1.01
H5 3.39 -1.10 0.22
H6 1.83 -2.52 0.78
H7 -1.61 -2.17 2.02
H8 0.24 -1.81 1.99
N1 -1.63 1.41 -0.21
N2 0.32 1.60 -1.59
N3 0.00 -0.04 0.03
N4 -0.95 -0.67 0.82

***

Entry two
Here is an isolated molecule of C4H8N4 from the OMol25 dataset. Energies are from ωB97M-V with the def2-TZVPD basis set.

Summary:
LUMO level   0.73 eV
HOMO energy   -0.296 Ha
Gap between HOMO and LUMO   0.3233 Ha
SMILES   C/N=N\C1=CNNC1

CARTESIAN COORDINATES (ANGSTROEM)
C1 -1.45 0.97 2.04
N1 -0.71 1.95 1.19
N2 -0.01 1.57 0.28
C2 0.20 0.25 -0.22
C3 -0.66 -0.79 -0.37
N3 -0.05 -1.88 -0.97
N4 1.31 -1.56 -1.24
C4 1.49 -0.12 -0.93
H1 -2.45 0.85 1.62
H2 -1.45 1.40 3.05
H3 -0.90 0.01 2.06
H4 -1.71 -0.86 -0.08
H5 -0.53 -2.13 -1.83
H6 1.85 -2.05 -0.52
H7 2.37 0.08 -0.30
H8 1.58 0.39 -1.90

***

Entry three
Here is a cluster of 2 separate species, C4H8N4 in total from the OMol25 dataset. Energies are from ωB97M-V with the def2-TZVPD basis set.

Summary:
LUMO level   -0.06 eV
HOMO energy   -0.292 Ha
Gap between HOMO and LUMO   0.2903 Ha
SMILES   [H]/N=C\C(=C)N.N#CN

CARTESIAN COORDINATES (ANGSTROEM)
H1 0.46 -1.79 -1.17
N1 -0.38 -1.96 -0.62
C1 -0.65 -1.17 0.29
C2 0.44 0.16 0.83
C3 1.33 -0.56 1.60
N2 0.61 1.50 1.11
H2 -1.47 -1.17 1.00
H3 1.73 -0.24 2.55
H4 1.42 -1.63 1.62
H5 1.01 1.84 1.97
H6 0.29 2.27 0.54
N3 -1.75 1.69 -0.78
C4 -0.92 0.90 -1.13
N4 -0.83 0.16 -2.30
H7 -1.31 0.42 -3.14
H8 0.01 -0.40 -2.37

***

It is entry two that is most stable; the runner-up trails by 0.0781 hartree.

***

Entry one
Here is an isolated molecule of C4H8N4 from the OMol25 dataset. Energies are from ωB97M-V with the def2-TZVPD basis set.

Summary:
LUMO level   0.42 eV
HOMO energy   -0.294 Ha
Gap between HOMO and LUMO   0.3094 Ha
SMILES   C1=C\NNCC/N=N/1

CARTESIAN COORDINATES (ANGSTROEM)
C1 -1.00 1.39 0.68
C2 -0.83 1.48 -0.68
N1 -0.28 0.52 -1.50
N2 -0.41 -0.87 -1.17
C3 0.86 -1.43 -0.52
C4 1.21 -1.13 1.04
N3 0.83 0.21 1.23
N4 -0.46 0.24 1.25
H1 -1.43 2.17 1.14
H2 -1.38 2.26 -1.27
H3 -0.70 0.55 -2.51
H4 -1.16 -1.09 -0.58
H5 1.68 -1.20 -1.21
H6 0.64 -2.60 -0.40
H7 0.78 -1.75 1.77
H8 2.31 -0.95 1.28

***

Entry two
Here is an isolated molecule of C4H8N4 from the OMol25 dataset. Energies are from ωB97M-V with the def2-TZVPD basis set.

Summary:
LUMO level   0.48 eV
HOMO energy   -0.301 Ha
Gap between HOMO and LUMO   0.3185 Ha
SMILES   C=NN/C=C\N=N/C

CARTESIAN COORDINATES (ANGSTROEM)
C1 3.28 0.62 0.20
N1 2.03 0.35 0.17
N2 1.56 -0.57 1.00
C2 0.24 -0.93 0.93
C3 -0.78 -0.60 0.13
N3 -0.57 0.08 -1.11
N4 -1.48 0.67 -1.75
C4 -2.83 0.58 -1.07
H1 3.97 0.22 0.96
H2 3.63 1.26 -0.60
H3 2.19 -0.86 1.74
H4 0.06 -1.67 1.71
H5 -1.80 -0.83 0.44
H6 -3.16 -0.48 -0.99
H7 -2.77 1.01 -0.06
H8 -3.57 1.16 -1.71

***

Entry three
Here is an isolated molecule of C4H8N4 from the OMol25 dataset. Energies are from ωB97M-V with the def2-TZVPD basis set.

Summary:
LUMO level   0.73 eV
HOMO energy   -0.311 Ha
Gap between HOMO and LUMO   0.3379 Ha
SMILES   NCC1=NCC=NN1

CARTESIAN COORDINATES (ANGSTROEM)
N1 0.29 2.42 -0.34
C1 -0.94 1.59 -0.77
C2 -0.25 0.09 -0.60
N2 0.73 0.21 0.11
C3 1.27 -1.04 0.69
C4 0.14 -1.96 0.98
N3 -1.00 -1.85 0.36
N4 -0.95 -0.95 -0.60
H1 0.72 1.90 0.47
H2 1.17 2.21 -0.95
H3 -1.26 1.59 -1.92
H4 -1.75 1.58 -0.01
H5 1.75 -1.58 -0.20
H6 1.72 -1.05 1.71
H7 0.29 -2.32 2.20
H8 -1.93 -0.82 -1.13

***

It is entry two that is most stable; the runner-up trails by 0.0374 hartree.

***

Entry one
Here is an isolated molecule of C4H8N4 from the OMol25 dataset. Energies are from ωB97M-V with the def2-TZVPD basis set.

Summary:
LUMO level   0.37 eV
HOMO energy   -0.314 Ha
Gap between HOMO and LUMO   0.3275 Ha
SMILES   [H]/N=C1\CCN(N)C=N1

CARTESIAN COORDINATES (ANGSTROEM)
H1 3.26 0.29 -0.06
N1 2.98 -0.75 -0.09
C1 1.59 -0.52 0.04
C2 1.13 0.91 -0.14
C3 -0.38 1.15 0.19
N2 -0.99 -0.16 -0.21
N3 -2.43 -0.38 -0.11
C4 -0.53 -1.34 -0.11
N4 0.72 -1.62 0.16
H2 1.23 1.33 -1.27
H3 1.86 1.58 0.42
H4 -0.91 1.83 -0.40
H5 -0.76 1.64 1.16
H6 -2.96 -1.16 -0.80
H7 -2.52 -0.65 0.99
H8 -1.28 -2.15 0.22

***

Entry two
Here is an isolated molecule of C4H8N4 from the OMol25 dataset. Energies are from ωB97M-V with the def2-TZVPD basis set.

Summary:
LUMO level   0.60 eV
HOMO energy   -0.330 Ha
Gap between HOMO and LUMO   0.3520 Ha
SMILES   CN1C=NN=CCN1

CARTESIAN COORDINATES (ANGSTROEM)
C1 0.98 -1.77 -0.47
N1 0.56 -0.37 -0.39
C2 -0.50 -0.06 -1.35
N2 -0.77 1.24 -1.52
N3 0.07 2.04 -0.92
C3 0.04 1.96 0.42
C4 -0.70 0.92 1.31
N4 -0.12 -0.42 1.05
H1 2.12 -1.69 0.02
H2 0.29 -2.56 -0.07
H3 1.00 -1.84 -1.59
H4 -0.88 -0.69 -2.02
H5 0.73 2.67 1.02
H6 -0.38 1.07 2.45
H7 -1.74 0.71 1.10
H8 -0.69 -1.20 0.95

***

It is entry one that is most stable; the runner-up trails by 0.0223 hartree.

***

Entry one
Here is a cluster of 3 separate species, C4H13NO2 in total from the OMol25 dataset. Energies are from ωB97M-V with the def2-TZVPD basis set.

Summary:
Total charge   +1
<S²>   0.756
LUMO level (spin up / spin down)   -3.75 / -7.18 eV
HOMO energy (spin up / spin down)   -0.495 / -0.495 Ha
Gap between HOMO and LUMO (spin up / spin down)   0.3572 / 0.2312 Ha
Spin multiplicity   2

CARTESIAN COORDINATES (ANGSTROEM)
C1 2.85 0.24 -0.41
C2 2.48 -1.13 -0.45
C3 1.27 -1.46 0.05
N1 0.63 -0.68 1.03
C4 3.24 -2.06 -1.33
H1 1.97 0.99 -0.57
H2 3.06 0.58 0.68
H3 3.77 0.49 -0.92
H4 0.72 -2.32 -0.29
H5 -0.32 -0.80 1.18
H6 0.73 0.32 1.16
H7 4.28 -2.20 -1.06
H8 2.61 -3.03 -1.48
H9 3.30 -1.52 -2.37
H10 -5.91 2.12 -1.25
H11 -5.73 2.76 0.23
O1 -6.41 2.58 -0.50
H12 -4.17 2.17 2.68
H13 -4.57 1.35 1.60
O2 -3.80 1.61 2.03

***

Entry two
Here is a cluster of 2 separate species, C4H13NO2 in total from the OMol25 dataset. Energies are from ωB97M-V with the def2-TZVPD basis set.

Summary:
Total charge   +1
<S²>   0.755
LUMO level (spin up / spin down)   -3.54 / -8.63 eV
HOMO energy (spin up / spin down)   -0.482 / -0.482 Ha
Gap between HOMO and LUMO (spin up / spin down)   0.3524 / 0.1652 Ha
Spin multiplicity   2

CARTESIAN COORDINATES (ANGSTROEM)
C1 0.65 0.41 1.46
C2 1.05 -0.38 0.22
C3 2.32 0.13 -0.41
O1 -0.11 -0.37 -0.62
C4 -0.64 -0.19 2.08
N1 -0.31 -1.17 3.03
H1 1.46 0.41 2.18
H2 0.37 1.41 1.12
H3 1.18 -1.44 0.48
H4 2.28 0.09 -1.50
H5 3.15 -0.51 -0.14
H6 2.58 1.16 -0.19
H7 0.00 -1.02 -1.33
H8 -1.19 0.61 2.61
H9 -1.38 -0.60 1.39
H10 0.50 -1.03 3.65
H11 -0.31 -2.14 2.69
H12 -3.80 1.97 -4.90
H13 -3.75 0.87 -6.00
O2 -4.05 1.77 -5.81

***

Entry three
Here is a cluster of 2 separate species, C4H13NO2 in total from the OMol25 dataset. Energies are from ωB97M-V with the def2-TZVPD basis set.

Summary:
Total charge   +1
<S²>   0.755
LUMO level (spin up / spin down)   -3.53 / -8.65 eV
HOMO energy (spin up / spin down)   -0.517 / -0.517 Ha
Gap between HOMO and LUMO (spin up / spin down)   0.3876 / 0.1992 Ha
Spin multiplicity   2

CARTESIAN COORDINATES (ANGSTROEM)
C1 -0.16 -1.98 -0.05
O1 -0.57 -2.96 -0.95
C2 -0.89 -0.63 -0.33
C3 -0.20 0.31 -1.31
C4 0.81 1.30 -0.61
N1 0.15 2.52 -0.31
H1 -0.37 -2.27 0.98
H2 0.92 -1.82 -0.04
H3 0.15 -3.17 -1.55
H4 -1.90 -0.88 -0.61
H5 -1.05 -0.11 0.61
H6 0.46 -0.27 -1.96
H7 -0.93 0.89 -1.85
H8 1.74 1.50 -1.11
H9 1.10 0.85 0.36
H10 -0.79 2.44 0.06
H11 0.30 3.31 -0.92
H12 0.79 -0.12 3.74
H13 0.14 0.43 2.47
O2 0.32 0.65 3.40

***

It is entry one that is most stable; the runner-up trails by 0.0085 hartree.

***

Entry one
Here is a cluster of 3 separate species, C4H13NO2 in total from the OMol25 dataset. Energies are from ωB97M-V with the def2-TZVPD basis set.

Summary:
Total charge   +1
<S²>   0.757
LUMO level (spin up / spin down)   -4.25 / -6.84 eV
HOMO energy (spin up / spin down)   -0.518 / -0.519 Ha
Gap between HOMO and LUMO (spin up / spin down)   0.3613 / 0.2675 Ha
Spin multiplicity   2

CARTESIAN COORDINATES (ANGSTROEM)
C1 -1.35 -0.29 -0.70
C2 -0.40 -0.83 0.32
C3 0.72 -1.49 -0.12
N1 0.72 -2.11 -1.37
C4 -0.80 -0.95 1.75
H1 -1.82 -1.16 -1.21
H2 -0.80 0.18 -1.54
H3 -2.16 0.37 -0.29
H4 1.69 -1.65 0.36
H5 1.16 -3.05 -1.45
H6 -0.24 -2.11 -1.71
H7 -1.33 -0.07 2.11
H8 0.09 -0.99 2.35
H9 -1.43 -1.82 2.01
H10 1.21 2.32 0.69
H11 0.63 3.15 1.81
O1 1.20 2.39 1.66
H12 1.46 2.72 -2.19
H13 0.24 2.68 -1.22
O2 1.20 2.71 -1.27

***

Entry two
Here is a cluster of 3 separate species, C4H13NO2 in total from the OMol25 dataset. Energies are from ωB97M-V with the def2-TZVPD basis set.

Summary:
Total charge   +1
<S²>   0.770
LUMO level (spin up / spin down)   -4.03 / -8.37 eV
HOMO energy (spin up / spin down)   -0.549 / -0.549 Ha
Gap between HOMO and LUMO (spin up / spin down)   0.4014 / 0.2419 Ha
Spin multiplicity   2

CARTESIAN COORDINATES (ANGSTROEM)
C1 0.04 -0.96 2.19
C2 -0.61 -1.00 1.07
N1 -1.25 0.13 0.52
C3 -1.78 -0.33 -0.75
C4 -0.93 0.14 -2.06
H1 0.48 -1.86 2.82
H2 0.11 -0.04 2.68
H3 -0.61 -1.86 0.34
H4 -0.65 0.91 0.44
H5 -2.00 -1.31 -0.80
H6 -2.77 0.19 -0.80
H7 -1.67 0.41 -2.87
H8 -0.29 0.94 -1.84
H9 -0.52 -0.80 -2.53
H10 2.65 0.81 -0.83
H11 1.66 -0.30 -1.37
O1 2.51 0.01 -1.14
H12 1.63 0.98 1.32
H13 1.88 2.16 2.22
O2 2.13 1.78 1.37

***

Entry three
Here is a cluster of 2 separate species, C4H13NO2 in total from the OMol25 dataset. Energies are from ωB97M-V with the def2-TZVPD basis set.

Summary:
Total charge   +1
<S²>   0.754
LUMO level (spin up / spin down)   -3.10 / -7.18 eV
HOMO energy (spin up / spin down)   -0.529 / -0.529 Ha
Gap between HOMO and LUMO (spin up / spin down)   0.4151 / 0.2649 Ha
Spin multiplicity   2

CARTESIAN COORDINATES (ANGSTROEM)
C1 -1.80 0.34 -0.45
O1 -3.12 0.78 -0.28
C2 -1.67 -0.90 0.43
N1 -0.43 -1.68 0.10
H1 -1.09 1.12 -0.12
H2 -1.57 0.09 -1.49
H3 -3.28 1.55 -0.83
H4 -1.63 -0.63 1.48
H5 -2.54 -1.52 0.27
H6 0.48 -0.95 -0.12
H7 -0.56 -2.22 -0.74
H8 -0.20 -2.31 0.84
C3 2.10 0.53 0.51
O2 1.47 -0.13 -0.50
C4 3.41 1.17 0.13
H9 2.23 -0.17 1.36
H10 1.38 1.28 0.90
H11 3.77 1.76 0.96
H12 3.32 1.80 -0.75
H13 4.15 0.39 -0.07

***

It is entry one that is most stable; the runner-up trails by 0.0208 hartree.